1.
21
Properties=species:S:1:pos:R:3:forces:R:3 method="wB97M-V/def2-TZVPD" e_lumo_ev=-10.0 charge=+2 homo_lumo_gap_ev=9.0 e_above_lowest_kcal_mol=69.7 mol_weight_g_mol=124.19
C -0.6129 0.3214 0.6249 -0.46 -1.32 0.77
C -0.8625 -1.9469 2.0941 0.82 1.98 -3.89
C 1.3799 0.9336 -2.7083 -0.51 1.81 1.19
C 2.2141 1.5461 -1.6629 0.43 -4.27 -2.73
C 0.0778 1.0347 -0.4288 0.14 2.41 -0.39
C 1.0654 0.5181 -1.1593 0.31 -3.09 0.27
C -1.8040 0.8787 1.2390 -0.90 2.11 2.63
N -0.1610 -0.8570 0.7815 -0.98 -3.09 3.24
N -0.5918 -3.1454 1.7111 -1.21 0.94 2.33
H -1.5000 -1.5438 2.9392 1.24 -0.95 -0.61
H 0.5656 1.5568 -2.9997 -0.35 0.61 -0.55
H 1.4079 0.0606 -3.3473 1.00 -0.25 0.40
H 3.1357 0.9958 -1.4811 0.07 0.45 0.27
H 2.1749 2.5667 -1.4970 -0.49 1.72 0.71
H -0.1780 2.1025 -0.5225 0.01 -0.45 -0.07
H 1.2294 -0.6155 -0.9843 0.44 2.26 -0.33
H -1.9740 0.5034 2.2741 0.54 0.33 -0.49
H -2.6108 0.3999 0.7481 -1.23 0.07 -0.99
H -1.9402 2.0301 1.3306 0.42 -2.08 -0.67
H -0.7694 -4.0095 2.2456 -0.25 0.60 0.17
H -0.2461 -3.3303 0.8031 0.95 0.21 -1.26

***

2.
21
Properties=species:S:1:pos:R:3:forces:R:3 method="wB97M-V/def2-TZVPD" smiles="C=[N+]1C=[NH+]C(CC)=C1C" e_lumo_ev="-11.8 / -11.8" charge=+2 homo_lumo_gap_ev="6.9 / 6.9" e_above_lowest_kcal_mol=24.0 mol_weight_g_mol=124.19
C -2.4380 -0.9260 1.5119 1.15 1.05 0.78
N -1.6314 -0.2258 0.7372 0.24 -2.80 1.60
C -1.9718 0.8241 -0.0883 2.91 1.90 -1.89
N -0.8796 1.2574 -0.6898 0.60 -2.16 2.27
C 0.2544 0.4584 -0.1982 -0.28 0.58 0.21
C 1.5948 0.8931 -0.6773 0.57 -2.09 1.48
C 1.8110 0.5267 -2.1143 -1.17 0.69 -1.17
C -0.1840 -0.4943 0.6684 0.04 2.26 -1.00
C 0.5363 -1.5779 1.3814 0.20 1.29 1.98
H -2.0828 -1.6167 2.2958 0.59 -0.05 -0.95
H -3.4659 -0.7218 1.6623 -1.23 0.53 -0.74
H -2.8555 1.3586 -0.0945 -2.14 0.54 -0.07
H -0.5366 2.0710 -1.2471 -1.61 -0.34 0.20
H 1.8695 1.8841 -0.4267 -0.48 1.50 0.14
H 2.3030 0.3537 -0.0302 0.00 -0.09 -0.24
H 2.6482 1.1116 -2.5143 -0.13 -0.50 -0.02
H 0.8713 0.8738 -2.6943 1.53 -0.94 0.38
H 1.9818 -0.5611 -2.1483 -0.18 0.54 -0.66
H 1.4967 -1.6451 0.8779 -0.01 -0.53 0.02
H -0.0911 -2.4283 1.2579 0.14 -1.33 0.01
H 0.7698 -1.4156 2.5306 -0.73 -0.04 -2.31

***

3.
22
Properties=species:S:1:pos:R:3:forces:R:3 method="wB97M-V/def2-TZVPD" smiles="C=C(C)C#N.CC(C)=NO" e_lumo_ev=0.6 homo_lumo_gap_ev=10.4 e_above_lowest_kcal_mol=99.6 mol_weight_g_mol=140.19
C -1.0638 1.6833 0.9695 -0.84 -1.88 1.67
C -1.2769 0.8809 -0.0577 0.24 1.30 -2.46
C -1.0761 1.2160 -1.6039 0.04 -1.18 2.57
C -1.8067 -0.3807 0.2332 -0.92 0.16 0.51
N -2.5281 -1.1776 0.6198 -0.34 -1.59 0.15
H -1.2143 1.2271 1.9906 0.19 0.94 -1.11
H -0.8574 2.6985 0.8762 0.62 1.49 -0.13
H -1.6226 2.1282 -1.8132 0.04 -0.01 -0.37
H -1.4490 0.3099 -2.1533 0.54 1.22 0.12
H 0.0245 1.3326 -1.5848 -0.70 0.08 -1.09
C 0.7998 -1.5785 -1.1698 -3.44 -1.40 -0.46
C 0.9375 -0.6914 -0.0017 2.20 2.01 -0.83
C 0.8810 -1.0910 1.4352 0.73 -2.74 -0.29
N 1.5095 0.3940 -0.4332 -0.45 0.67 1.15
O 1.7663 1.4284 0.5536 -0.18 -1.46 -1.10
H -0.3277 -1.8394 -1.3583 1.85 0.53 0.31
H 1.2023 -1.1592 -2.0682 0.14 0.54 -0.30
H 1.2380 -2.5359 -1.0542 0.64 -1.03 0.48
H 0.5007 -0.3767 2.1394 -0.07 0.51 0.10
H 0.3001 -2.0794 1.5807 1.03 1.61 -0.28
H 2.0001 -1.2940 1.6043 -1.54 0.07 0.46
H 2.0629 0.9048 1.2957 0.22 0.16 0.90

***

4.
22
Properties=species:S:1:pos:R:3:forces:R:3 method="wB97M-V/def2-TZVPD" smiles="CC[C@]1(C(N)=O)C=CCN1" e_lumo_ev=0.8 homo_lumo_gap_ev=9.5 e_above_lowest_kcal_mol=16.8 mol_weight_g_mol=140.19
C -2.5919 -0.1348 0.7298 -0.16 -0.09 0.23
C -1.6910 0.2807 -0.4275 0.01 0.04 -0.24
C -0.1856 0.3124 -0.0988 0.47 -0.14 0.15
C 0.2403 -0.9971 0.5954 -0.05 0.06 2.44
N 0.0035 -2.1635 -0.0285 0.00 -1.10 0.71
O 0.6365 -1.0824 1.7652 -0.41 1.00 -0.96
C 0.2164 1.4861 0.7671 0.30 0.30 -0.08
C 1.2530 2.1348 0.2389 -0.42 -0.07 0.26
C 1.6961 1.4837 -1.0388 0.37 0.12 -0.08
N 0.6120 0.5398 -1.3167 -0.12 0.00 -0.25
H -3.6318 0.1516 0.5246 0.25 -0.09 0.06
H -2.5737 -1.2229 0.8891 0.06 0.32 0.00
H -2.2914 0.3484 1.6703 -0.10 -0.11 -0.22
H -1.8496 -0.3924 -1.2848 0.07 0.17 0.19
H -1.9548 1.2912 -0.7721 0.14 -0.23 0.05
H 0.0547 -2.1700 -1.0385 -0.28 -0.94 0.34
H 0.1066 -2.9390 0.7055 0.10 1.06 -2.44
H -0.2871 1.7293 1.7016 0.16 -0.11 -0.29
H 1.7322 3.0203 0.6560 -0.11 -0.30 -0.11
H 2.6777 0.9916 -0.9016 -0.21 0.10 -0.01
H 1.8144 2.2090 -1.8598 -0.07 -0.19 0.18
H 0.9282 -0.3145 -1.7604 0.03 0.20 0.09

***

5.
26
Properties=species:S:1:pos:R:3:forces:R:3 method="wB97M-V/def2-TZVPD" e_lumo_ev="0.8 / -4.4" homo_lumo_gap_ev="9.3 / 4.5" multiplicity=3 e_above_lowest_kcal_mol=39.6 mol_weight_g_mol=220.25
C 1.1287 1.8764 0.1304 -4.09 -0.93 -2.10
C 1.9768 0.6389 0.1251 1.37 0.47 -1.39
C -0.0244 1.8759 1.2151 -2.63 -0.35 -5.06
C 1.1968 -0.6261 -0.1477 -0.52 -1.23 0.77
C -0.7885 0.5455 1.1036 2.24 0.18 -0.57
C -0.0418 -0.7934 0.7673 -0.09 1.37 -1.34
C -1.9550 -2.3557 0.0247 -1.21 2.67 -0.50
N -1.9070 0.0968 0.3047 -0.20 0.85 -1.92
N -1.2167 -1.0677 -0.0622 -0.99 -1.21 -1.05
O 0.2341 1.8239 -3.1715 0.01 1.26 0.65
O 0.5404 -0.4738 -4.0973 2.42 -4.80 -0.34
O -1.9083 0.1605 1.7527 -1.18 -0.20 2.72
O 0.1930 -1.6984 1.7708 -0.17 -0.33 1.22
S -0.1675 0.7344 -4.0907 -2.46 3.53 -0.30
H 1.5749 2.7927 0.1650 2.17 2.20 0.86
H 0.6145 2.0806 -0.8732 0.31 -0.99 0.96
H 2.8408 0.7018 -0.5964 -1.05 0.13 0.21
H 2.4980 0.7435 1.0166 0.93 -0.82 2.28
H 0.4186 1.8112 2.1132 1.28 0.63 3.65
H -0.7508 2.7507 0.9688 1.38 -1.37 1.08
H 0.8379 -0.4400 -1.2020 0.27 -1.08 1.04
H 1.6818 -1.6514 0.0913 0.07 1.84 -1.24
H -1.4675 -3.0758 -0.6622 -1.01 0.35 0.24
H -1.8140 -2.6234 1.0253 -0.11 -1.41 1.48
H -3.1006 -2.0396 -0.0352 2.43 -1.20 -0.62
H -0.5942 -1.7876 2.3637 0.84 0.46 -0.73

***

6.
25
Properties=species:S:1:pos:R:3:forces:R:3 method="wB97M-V/def2-TZVPD" smiles="CCCc1c(N)on[n+]1OC(C)=O" e_lumo_ev="-4.3 / -4.3" charge=+1 homo_lumo_gap_ev="9.1 / 9.1" e_above_lowest_kcal_mol=128.6 mol_weight_g_mol=186.19
C -0.1499 2.3069 2.1157 -4.45 1.45 1.83
C -0.4843 1.5272 0.8554 3.29 0.16 2.06
C 0.4864 0.3192 0.9339 1.70 1.43 0.34
C 0.9072 -0.0636 -0.4418 1.25 0.08 0.95
C 1.8449 0.5587 -1.2586 -0.69 -1.60 -0.24
N 2.4981 1.7039 -1.1294 -1.79 0.11 2.53
O 2.0590 -0.2976 -2.2735 2.19 3.96 -0.73
N 1.3374 -1.3215 -2.2959 -3.62 -3.49 3.53
N 0.6704 -1.2272 -1.0566 0.97 0.53 -2.80
O -0.1264 -2.1902 -0.5927 0.55 -0.79 -0.48
C -1.5439 -1.9972 -0.7952 0.31 1.14 -0.54
C -2.2940 -3.2285 -0.6406 -1.40 -1.00 -0.03
O -1.9724 -0.9142 -0.9891 0.42 0.29 -0.12
H -0.5828 1.7290 2.9945 1.08 0.34 -0.83
H 0.8820 2.4741 2.2350 1.17 0.48 0.28
H -0.7973 3.2872 2.2711 1.64 -1.63 -0.79
H -0.2737 2.1082 0.0003 -0.12 0.64 -1.21
H -1.4505 1.1992 0.9103 -2.54 -0.70 -0.40
H 0.0135 -0.5145 1.3697 -0.57 -1.01 0.71
H 1.4170 0.6072 1.6905 -2.03 -0.93 -2.38
H 2.0187 2.2866 -0.4037 1.26 -0.23 -1.23
H 3.0417 2.0842 -1.8470 0.76 0.76 -1.05
H -2.3198 -3.3746 0.4598 -0.33 -0.19 -0.49
H -1.8456 -4.1767 -1.0883 -0.69 1.54 0.36
H -3.3355 -2.8859 -1.0238 1.66 -1.33 0.70

***

7.
23
Properties=species:S:1:pos:R:3:forces:R:3 method="wB97M-V/def2-TZVPD" smiles="CC(C)=C=NNC(N)=C=CN" e_lumo_ev=0.8 homo_lumo_gap_ev=8.8 e_above_lowest_kcal_mol=104.0 mol_weight_g_mol=152.20
C 0.6735 -0.8329 -2.4399 2.82 -1.25 0.84
C 0.5559 -1.5618 -1.0877 -0.89 0.26 -1.24
C 1.6471 -2.5463 -0.8976 1.05 -0.22 0.73
C -0.6662 -1.4856 -0.6082 1.25 0.81 0.89
N -1.8040 -1.1782 -0.3311 -1.18 -0.56 0.28
N -2.2846 -0.3364 0.6811 -1.01 0.83 0.17
C -1.6129 0.9541 0.9030 -1.87 -1.99 -1.86
N -2.0379 1.8782 -0.0399 0.70 2.01 -1.68
C -0.7830 1.2998 1.7937 2.52 -0.23 1.63
C 0.1496 1.9232 2.4593 1.37 0.25 0.94
N 1.5966 1.8866 2.2044 -3.79 2.17 1.07
H 0.0249 -0.0603 -2.6491 -1.60 1.74 0.14
H 0.5543 -1.5432 -3.2438 0.09 -0.47 -0.31
H 1.7147 -0.4490 -2.4942 -0.53 -0.05 -0.23
H 1.6894 -3.2209 -1.6963 -0.32 -1.02 -1.75
H 1.7587 -3.2278 -0.0791 -1.04 0.00 1.18
H 2.6585 -2.1594 -0.9257 0.13 1.05 -0.10
H -3.2690 -0.1217 0.3621 1.56 -0.40 0.64
H -2.9518 2.1919 0.1998 -1.02 0.20 -0.07
H -1.4541 2.7337 -0.0227 -0.40 -0.82 0.00
H -0.2528 2.5334 3.3142 1.17 -0.59 -0.61
H 1.9186 1.1835 1.6323 0.63 -1.78 -1.27
H 2.1747 2.1392 2.9653 0.37 0.06 0.62

***

8.
26
Properties=species:S:1:pos:R:3:forces:R:3 method="wB97M-V/def2-TZVPD" smiles="CN(C)CCNNC(=O)C(=O)N=C=O" e_lumo_ev=0.0 homo_lumo_gap_ev=9.8 e_above_lowest_kcal_mol=81.0 mol_weight_g_mol=200.20
C -0.7775 0.9422 -1.1867 2.59 0.48 -2.51
N 0.2227 0.5785 -0.1399 -2.63 0.12 0.30
C 0.6195 1.6965 0.7334 0.56 -1.68 1.24
C -0.5335 -0.4437 0.7606 2.36 2.17 -1.79
C -0.2519 -1.7811 0.1282 -2.11 1.56 -0.12
N 1.0653 -1.9811 -0.3551 1.65 2.21 -3.93
N 2.0553 -1.6942 0.6113 -0.31 -1.95 -0.70
C 2.1718 -2.5935 1.6419 -0.90 -0.14 1.03
O 2.4477 -2.1990 2.7496 0.30 -0.52 0.02
C 1.9141 -4.1343 1.3645 0.86 0.57 0.16
O 1.4810 -4.9368 2.1392 -0.15 0.93 -0.21
N 2.5276 -4.4984 0.1874 -0.47 -0.77 -0.08
C 2.7857 -4.0435 -0.8978 1.09 -0.35 -0.12
O 3.2574 -3.8299 -1.9323 -0.51 0.44 -0.36
H -1.0775 0.0666 -1.8311 0.44 0.64 0.89
H -1.6732 1.4669 -0.9374 -0.72 0.31 1.03
H -0.2397 1.6435 -1.9162 -0.70 -0.89 0.82
H 1.1937 2.5447 0.4557 0.22 0.62 -1.69
H -0.1930 2.0320 1.3176 -1.32 0.76 0.58
H 1.2938 1.2760 1.4963 -0.10 -0.21 -0.11
H -0.0385 -0.3262 1.6764 0.39 -0.16 1.70
H -1.5885 -0.2086 0.8730 -0.14 -0.03 -0.07
H -0.3929 -2.4235 0.9733 -0.93 -1.45 -0.22
H -0.9968 -1.6791 -0.7199 0.89 -1.81 0.76
H 1.2273 -1.2218 -1.2125 -0.34 -2.63 3.01
H 2.0689 -0.7899 0.9871 -0.01 1.78 0.37

***

9.
24
Properties=species:S:1:pos:R:3:forces:R:3 method="wB97M-V/def2-TZVPD" smiles="C1=NN2C=C3C[NH2+]CCN3N2C1" e_lumo_ev=-3.5 charge=+1 homo_lumo_gap_ev=7.4 e_above_lowest_kcal_mol=115.9 mol_weight_g_mol=166.21
C 2.5112 -0.7915 2.3034 1.51 -2.04 -0.18
N 1.7685 0.1416 2.7019 -0.96 -0.10 1.51
N 1.3090 0.9129 1.6465 2.71 -1.08 -1.51
C 0.0009 1.3200 1.5245 -2.62 -0.83 -1.71
C -0.7051 0.6204 0.5719 1.28 0.21 0.10
C -2.1537 0.7910 0.0899 1.03 -0.91 1.42
N -2.0801 0.6788 -1.4681 -1.51 0.72 1.02
C -1.5014 -0.6442 -1.8942 3.90 1.19 -1.83
C 0.0287 -0.6671 -1.4336 -1.26 -1.29 0.53
N 0.0971 -0.3208 -0.0557 1.62 -0.67 1.86
N 1.6966 0.2685 0.4189 -2.62 0.32 -1.37
C 2.6881 -0.7652 0.7689 -2.22 -1.56 0.38
H 3.0431 -1.5826 2.9843 -1.29 1.96 -1.19
H -0.4076 2.1522 2.0146 -0.19 0.78 1.02
H -2.8352 -0.1001 0.4122 1.19 1.79 -0.45
H -2.4372 1.7950 0.5439 -0.41 -1.25 -1.33
H -3.0303 0.5474 -1.8263 -0.16 0.95 0.18
H -1.6937 1.5975 -1.8514 -0.12 -1.87 0.20
H -1.4874 -0.6099 -3.0200 -0.20 -0.22 1.10
H -2.0582 -1.5023 -1.5625 -0.48 0.13 0.54
H 0.4770 -1.6750 -1.6046 -0.67 0.51 0.13
H 0.6586 -0.0040 -1.9595 0.41 1.18 -1.34
H 3.6600 -0.4010 0.5005 0.52 0.20 -0.32
H 2.4511 -1.7616 0.1947 0.56 1.87 1.25

***

10.
25
Properties=species:S:1:pos:R:3:forces:R:3 method="wB97M-V/def2-TZVPD" e_lumo_ev=-3.8 charge=+1 homo_lumo_gap_ev=8.2 e_above_lowest_kcal_mol=0.0 mol_weight_g_mol=182.21
C -2.4036 -0.8348 0.8550 -0.85 0.46 0.59
O -1.3777 -1.2568 -0.0414 0.95 -0.23 -0.66
C -0.1569 -0.8926 0.1692 -0.19 -0.31 0.51
N 0.7988 -1.3173 -0.6087 -0.65 -0.02 0.16
C 0.5377 -2.2205 -1.7141 -0.31 -0.44 -0.63
C 2.1146 -0.8270 -0.5044 0.66 0.68 0.16
C 2.4125 0.4395 -0.2328 0.17 -0.39 -0.13
C 1.4337 1.4849 0.0419 -0.41 0.66 -0.36
N 0.7600 1.6659 1.1648 0.25 -0.12 0.23
C 0.0399 2.8010 0.9349 0.59 -0.44 -0.94
N -0.8084 3.3214 1.8523 -0.39 0.23 0.19
N 0.2073 3.2799 -0.2852 -0.47 0.71 0.16
N 1.0928 2.4382 -0.8427 0.26 -0.41 0.50
H -3.1306 -1.6433 0.9068 0.17 0.04 -0.01
H -2.8861 0.0549 0.4463 0.12 -0.10 0.00
H -2.0078 -0.6179 1.8470 0.08 -0.06 -0.07
H 0.1002 -0.2520 1.0170 -0.12 -0.12 -0.09
H 0.5108 -1.6629 -2.6514 0.00 0.01 0.06
H 1.3302 -2.9641 -1.7746 0.01 0.05 0.10
H -0.4178 -2.7168 -1.5676 0.09 0.00 -0.01
H 2.8809 -1.5518 -0.7348 -0.03 -0.09 0.01
H 3.4492 0.7466 -0.2314 0.13 -0.17 0.05
H -0.5640 3.1401 2.8114 0.00 0.06 0.03
H -1.0951 4.2669 1.6539 -0.06 0.02 0.12
H 1.4355 2.6082 -1.7742 0.01 -0.01 0.03

***

11.
21
Properties=species:S:1:pos:R:3:forces:R:3 method="wB97M-V/def2-TZVPD" e_lumo_ev="-5.1 / -3.4" charge=+1 homo_lumo_gap_ev="6.1 / 8.9" e_above_lowest_kcal_mol=155.3 mol_weight_g_mol=126.18
C -0.7089 -2.5725 -0.7426 -0.03 0.56 1.09
C -0.6121 -1.7892 0.1773 -0.07 1.02 -0.30
C 0.1119 0.8565 -0.8556 2.10 -0.95 -1.33
C 1.6799 0.9671 -0.6123 -0.69 0.78 1.50
C 2.3257 -0.7733 0.9257 -2.10 1.97 -0.21
C -0.4770 -0.6376 0.9826 1.28 -2.76 2.52
C -2.1911 0.8277 0.0394 -4.08 1.70 -0.85
N -0.7662 0.6057 0.3421 0.41 3.50 -0.55
O 2.2536 -0.2872 -0.3020 0.48 -0.27 -0.20
H -1.0016 -3.2969 -1.4323 -0.06 -0.76 -0.72
H -0.1471 1.7761 -1.4403 -0.37 -0.90 0.80
H 0.0467 -0.0809 -1.4572 -0.42 0.97 0.07
H 2.1304 1.2173 -1.5843 -0.28 0.36 0.50
H 1.9342 1.7095 0.2232 -0.26 -0.69 -1.29
H 2.3685 -0.2085 1.8502 0.32 0.48 -0.36
H 2.1840 -1.7895 0.9326 0.29 -2.36 0.24
H -0.5318 -0.7601 2.1214 -0.16 0.78 -2.01
H -2.8135 0.1994 -0.6481 1.77 -0.60 0.42
H -2.7351 0.7279 1.0073 0.44 0.41 -0.63
H -2.4738 1.8558 -0.4847 1.39 -1.61 1.60
H -0.5768 1.4527 0.9573 0.03 -1.63 -0.30

***

12.
21
Properties=species:S:1:pos:R:3:forces:R:3 method="wB97M-V/def2-TZVPD" e_lumo_ev="-7.8 / -5.8" charge=+1 homo_lumo_gap_ev="5.9 / 8.9" e_above_lowest_kcal_mol=115.8 mol_weight_g_mol=126.18
C -4.5634 0.0723 0.2685 -1.40 0.17 0.35
C 1.8682 -0.4168 0.3410 0.45 0.06 0.42
C 1.4020 1.0593 0.3332 1.70 -1.15 -0.04
C 0.7228 -1.4978 0.3628 2.14 -0.32 2.39
C 0.3359 1.3542 -0.6648 -0.18 -0.63 -2.39
C -0.3032 -1.2225 -0.6475 1.82 2.70 -0.03
C -0.6459 0.2158 -0.3955 -0.98 0.65 -2.53
N -3.7195 -0.7704 0.3958 1.89 -1.06 0.04
O -1.8039 0.4894 -0.1931 -1.15 0.82 0.89
H -4.5594 1.0201 -0.1684 0.92 1.86 -1.02
H -5.5706 -0.0658 0.6396 -0.59 -0.83 0.47
H 2.5211 -0.4244 -0.5291 -0.14 -0.96 -0.45
H 2.5976 -0.5746 1.1919 -1.09 0.15 -0.73
H 0.8528 1.1859 1.2032 -0.13 0.94 2.52
H 2.3598 1.6124 0.2624 -1.05 0.42 0.13
H 1.2018 -2.4545 0.1498 -0.15 -0.14 0.28
H 0.2743 -1.5433 1.4205 0.63 0.02 -1.51
H -0.1849 2.3272 -0.5788 0.49 -0.55 0.02
H 0.6594 1.1630 -1.7608 -0.48 0.43 1.56
H 0.0718 -1.3015 -1.6474 0.21 -0.04 -0.70
H -1.2210 -1.6129 -0.5403 -2.89 -2.55 0.34